[1]
The following is a quantum chemistry calculation of a structure of composition C25H37As2N2OS5Tc, from OMol25.

The value obtained for the HOMO-LUMO gap (spin up / spin down) is 7.22 / 5.56 eV. Its charge is +1. Its spin multiplicity is 4. The value obtained for the HOMO energy (spin up / spin down) is -10.30 / -10.36 eV. The expectation value of S² is 3.788. For the molecular weight, the calculation gives 789.8 g/mol.

Geometry as XYZ:
```
73
C25H37As2N2OS5Tc | OMol25 | ωB97M-V/def2-TZVPD
Tc 0.47 0.57 -0.07
O -4.12 5.14 2.23
C -3.35 4.34 1.82
S -3.76 3.10 0.55
C -2.16 2.41 0.48
C -1.22 2.89 1.33
S 0.40 2.23 1.49
S -1.68 4.15 2.39
S -1.92 1.13 -0.67
C 0.63 3.49 -1.47
N 1.36 2.23 -1.56
C 2.77 2.54 -1.27
C 1.26 1.73 -2.93
C 1.63 0.28 -3.00
N 0.83 -0.58 -2.12
C -0.48 -0.85 -2.85
C 1.52 -1.87 -2.04
H 0.82 4.12 -2.34
H 0.94 3.97 -0.56
H -0.45 3.34 -1.35
H 3.14 3.30 -1.99
H 3.40 1.65 -1.50
H 2.95 2.87 -0.23
H 1.92 2.27 -3.57
H 0.27 1.87 -3.32
H 2.71 0.18 -2.73
H 1.61 -0.01 -4.07
H -0.30 -1.33 -3.83
H -1.09 0.06 -3.05
H -1.09 -1.53 -2.25
H 1.49 -2.39 -2.99
H 1.09 -2.53 -1.32
H 2.55 -1.74 -1.72
C 0.73 -1.67 2.88
As -0.61 -1.01 1.61
C -1.82 -0.41 2.97
C -1.39 -2.58 0.75
C -0.53 -3.65 0.42
C -0.87 -4.63 -0.49
C -2.13 -4.59 -1.08
C -2.97 -3.54 -0.77
C -2.64 -2.51 0.14
As -4.09 -1.28 0.59
C -4.74 -0.91 -1.25
C -5.42 -2.67 0.98
H 0.20 -2.30 3.58
H 1.11 -0.82 3.42
H 1.58 -2.27 2.47
H -2.46 -1.25 3.17
H -2.40 0.46 2.57
H -1.17 -0.09 3.82
H 0.51 -3.74 0.86
H -0.11 -5.39 -0.72
H -2.43 -5.40 -1.77
H -3.95 -3.51 -1.26
H -5.52 -1.60 -1.49
H -3.97 -0.94 -2.01
H -5.15 0.11 -1.30
H -5.60 -3.38 0.17
H -6.36 -2.19 1.20
H -5.12 -3.25 1.86
S 2.50 -0.38 0.54
C 3.73 0.68 1.35
C 5.01 0.85 0.79
C 5.88 1.75 1.39
C 5.56 2.35 2.60
C 4.32 2.16 3.15
C 3.36 1.35 2.51
H 5.21 0.32 -0.14
H 6.83 2.01 0.92
H 6.28 3.02 3.05
H 4.07 2.61 4.10
H 2.38 1.21 2.93
```

[2]
The following is a quantum chemistry calculation of a structure of composition C12H27F2NO18P2PtS2, from OMol25.

The value obtained for the HOMO-LUMO gap (spin up / spin down) is 4.31 / 5.02 eV. Its charge is -2. Its spin multiplicity is 3. The value obtained for the HOMO energy (spin up / spin down) is -0.03 / -0.74 eV. The expectation value of S² is 2.006. For the molecular weight, the calculation gives 832.5 g/mol.

Geometry as XYZ:
```
65
C12H27F2NO18P2PtS2 | OMol25 | ωB97M-V/def2-TZVPD
Pt 0.02 0.33 0.85
N -0.57 -0.92 2.49
S 0.11 -2.20 3.19
O -0.60 -3.45 3.17
O 0.92 -1.88 4.32
F 1.21 -2.46 2.06
S -1.92 -0.81 3.47
O -1.77 -0.55 4.86
O -3.01 -1.63 3.03
F -2.40 0.62 2.92
P 2.06 1.85 -0.19
O 3.00 1.51 -1.35
O 2.06 0.76 0.97
O 0.49 1.81 -0.55
O 2.35 3.27 0.29
C -4.46 -0.73 0.36
O -4.32 0.68 0.39
C -3.09 1.18 0.23
O -2.12 0.52 0.04
O -3.04 2.49 0.37
C -4.24 3.24 0.51
H -5.01 -1.03 -0.53
H -5.02 -1.06 1.24
H -3.50 -1.23 0.35
H -4.55 3.22 1.55
H -5.05 2.83 -0.09
H -4.00 4.26 0.23
C 1.30 5.20 2.85
O 0.34 4.28 2.37
C 0.38 3.01 2.71
O -0.29 2.20 2.14
O 1.25 2.74 3.67
C 1.39 1.36 4.02
H 2.20 5.14 2.24
H 1.60 4.99 3.88
H 0.82 6.17 2.79
H 2.25 1.27 4.68
H 1.52 0.73 3.15
H 0.48 0.99 4.51
C 4.21 -2.58 -1.38
C 3.13 -1.53 -1.14
O 2.17 -1.61 -2.24
P 0.65 -1.75 -1.97
O 0.25 -1.40 -0.62
O 0.22 -3.22 -2.39
C 0.73 -3.72 -3.64
C 0.14 -5.08 -3.85
O 0.01 -0.92 -3.15
C 0.24 0.51 -3.13
C -0.21 1.07 -4.46
H 4.83 -2.26 -2.22
H 4.79 -2.74 -0.47
H 3.74 -3.54 -1.64
H 2.64 -1.65 -0.17
H 3.53 -0.51 -1.16
H 0.40 -3.04 -4.43
H 1.82 -3.72 -3.63
H -0.95 -5.05 -3.80
H 0.34 -5.43 -4.87
H 0.53 -5.84 -3.18
H -0.27 0.98 -2.29
H 1.29 0.78 -2.96
H 0.00 2.13 -4.53
H 0.27 0.54 -5.29
H -1.28 0.85 -4.58
```

How do the records compare in DFT total energy? In the order shown, they have -209599.717; -100160.996 eV.